No. 1
Here is C3H42BrF3N2O19P2S as an isolated structure from OMol25. Energies are from the ωB97M-V functional and the def2-TZVPD basis.

```
! wB97M-V def2-TZVPD RIJCOSX def2/J DEFGRID3
* xyz 0 1
N -1.3671 1.4345 0.5363
P -0.0025 0.9652 -0.1713
P -0.5953 -0.6703 -1.5706
Br -1.2803 -2.4873 -2.9101
C -1.0772 -1.6936 -0.0293
O -0.3665 -2.9507 -0.1446
C -0.4334 -3.6756 0.9890
F 0.2332 -4.8268 0.7490
F 0.1596 -3.0966 2.0406
F -1.6979 -4.0220 1.2775
N -1.8060 0.3387 -2.3305
C -2.9237 -0.0145 -2.0691
S -4.3161 -0.1268 -1.3281
H -1.5220 2.4283 0.3296
H 0.9105 0.4561 0.8038
H 0.6469 2.0199 -0.8510
H 0.7088 -0.7273 -2.1465
H -2.1734 -1.8159 0.0597
H -0.7294 -1.1512 0.8686
O 2.6586 2.2306 0.3688
H 3.3283 1.5780 0.1289
H 2.6927 2.2568 1.3327
O -1.6063 4.7386 -0.3146
H -0.9891 5.2263 0.2423
H -1.4268 5.0649 -1.2032
O 0.9397 -0.3436 3.1447
H 0.0533 -0.7209 3.1240
H 1.3449 -0.7409 3.9241
O -7.2999 0.7182 -2.7484
H -7.7028 -0.0871 -2.4068
H -6.3887 0.6777 -2.4316
O 1.4512 -4.0478 -4.1270
H 2.0918 -4.5862 -3.6499
H 0.7831 -3.8329 -3.4581
O 3.0785 -0.4401 -2.1543
H 3.4547 -1.0201 -2.8270
H 3.4951 0.4140 -2.3199
O 4.8465 -2.8597 -3.8040
H 5.1946 -3.4507 -4.4803
H 4.0101 -3.2660 -3.5478
O -2.1191 2.0802 3.4286
H -2.0253 1.8531 2.4886
H -1.7700 2.9764 3.4890
O 0.2741 3.8489 4.7557
H 0.2084 3.0273 5.2564
H -0.0203 4.5284 5.3755
O -4.3303 -3.4631 -2.4670
H -4.6897 -4.2717 -2.0858
H -3.3935 -3.4790 -2.2207
O -3.1382 -0.1434 -5.4570
H -4.0202 -0.5295 -5.4990
H -2.7394 -0.5541 -4.6812
O 5.5621 2.8439 -0.6151
H 6.0047 2.8949 0.2390
H 5.1582 3.7142 -0.7250
O 1.6021 2.4030 -2.9455
H 1.6981 2.1700 -3.8763
H 1.9535 3.3025 -2.8901
O 0.4264 -2.0348 5.7117
H -0.4632 -2.2837 6.0008
H 0.4706 -2.3519 4.8029
O -0.7321 -5.9189 -2.1850
H -0.0565 -6.5627 -2.4246
H -0.7135 -5.9073 -1.2211
O -2.0780 -2.7014 7.2995
H -2.1473 -3.5161 7.8091
H -2.3774 -2.0157 7.9068
O 1.3160 6.0534 5.6206
H 1.6856 5.4641 4.9507
H 1.7306 6.9050 5.4457
O 3.8505 4.5054 -2.4461
H 4.2270 3.9138 -3.1092
H 4.2682 5.3555 -2.6275
*
```

Results
Calculated total energy, a.u.: -5632.98316
Orbital gap, eV: 7.5250

***

No. 2
Here is C59H116As5F30N7O6 as an isolated structure from OMol25. Energies are from the ωB97M-V functional and the def2-TZVPD basis.

```
! wB97M-V def2-TZVPD RIJCOSX def2/J DEFGRID3
* xyz 0 1
C 16.3175 -21.5580 5.4994
N 16.9717 -20.3676 4.9465
C 17.4215 -19.3903 5.7230
C 18.0128 -18.2630 5.1936
C 18.0758 -18.1248 3.7700
C 17.7325 -19.2435 3.0237
C 17.0737 -20.2930 3.5846
C 18.6590 -16.8462 3.2260
C 18.0937 -15.5833 3.5940
C 18.5719 -14.4005 2.9103
N 19.4195 -14.4576 1.8888
C 20.0336 -15.6348 1.5906
C 19.6562 -16.8241 2.2649
C 19.8755 -13.2288 1.1498
H 15.6096 -21.1614 6.2272
H 16.9801 -22.1267 6.1518
H 16.1296 -22.2596 4.6866
H 17.3104 -19.5112 6.7905
H 18.4120 -17.6302 5.9724
H 17.9699 -19.1785 1.9721
H 16.5644 -21.1255 3.1220
H 17.3126 -15.6155 4.3391
H 18.1188 -13.4730 3.2277
H 20.8572 -15.6456 0.8921
H 20.1530 -17.6973 1.8686
H 18.9452 -12.6806 1.0012
H 20.4097 -13.4774 0.2327
H 20.4503 -12.6999 1.9099
C 24.0653 -19.5791 -4.5374
C 24.0811 -18.4597 -3.5864
C 22.9683 -18.4510 -2.5059
C 22.9071 -19.8214 -1.6657
N 22.0485 -19.7800 -0.4318
C 22.5395 -18.7896 0.6250
C 21.9046 -19.2974 1.9042
C 21.6957 -20.7937 1.6383
C 22.3034 -21.0658 0.2886
C 20.6602 -19.5746 -0.9089
H 23.0848 -19.7789 -4.9698
H 24.3590 -20.5832 -4.2313
H 24.8055 -19.3289 -5.2975
H 24.1062 -17.5264 -4.1488
H 24.9925 -18.4879 -2.9892
H 22.0583 -18.3828 -3.1019
H 23.0582 -17.5214 -1.9439
H 23.9031 -20.2484 -1.5478
H 22.4077 -20.3625 -2.4693
H 22.1607 -17.8021 0.3613
H 23.6259 -18.8714 0.5906
H 20.9407 -18.8191 2.0782
H 22.7038 -19.0840 2.6140
H 20.6383 -20.9832 1.8234
H 22.2039 -21.4305 2.3624
H 21.9217 -21.9076 -0.2892
H 23.3817 -21.2143 0.3470
H 20.0071 -19.5357 -0.0371
H 20.2421 -20.3719 -1.5235
H 20.4667 -18.5544 -1.2405
C 5.7359 -20.9459 -1.6110
C 6.7184 -19.9120 -1.2098
C 8.1966 -20.3421 -1.5295
C 9.2272 -19.1731 -1.4039
N 10.6611 -19.7936 -1.3454
C 10.8855 -20.8828 -0.2707
C 12.4076 -21.0024 -0.0488
C 13.0150 -19.6771 -0.6548
C 11.7490 -18.8020 -0.8963
C 10.9669 -20.4774 -2.7304
H 4.7315 -20.6435 -1.3144
H 5.8470 -21.9309 -1.1578
H 5.6520 -20.9816 -2.6972
H 6.7326 -19.5535 -0.1805
H 6.5508 -19.0630 -1.8725
H 8.2395 -20.8132 -2.5115
H 8.4526 -21.1156 -0.8054
H 9.0772 -18.5678 -0.5100
H 9.1759 -18.5300 -2.2825
H 10.4509 -21.8384 -0.5641
H 10.5845 -20.5039 0.7060
H 12.6476 -21.9477 -0.5355
H 12.7080 -20.9799 0.9988
H 13.7174 -19.8184 -1.4762
H 13.7085 -19.2156 0.0482
H 11.8684 -17.9741 -1.5952
H 11.3952 -18.4307 0.0655
H 11.9672 -20.9106 -2.7356
H 10.8651 -19.6663 -3.4514
H 10.1735 -21.1996 -2.9224
C 19.1658 -11.0058 -0.7107
C 17.8129 -11.8163 -0.7232
C 17.6514 -12.6748 -2.0239
C 18.4304 -14.0215 -1.9700
N 18.2115 -15.0052 -3.1458
C 18.3584 -14.4185 -4.5152
C 18.9777 -15.5266 -5.3948
C 19.3822 -16.6776 -4.5023
C 19.3514 -16.0639 -3.1625
C 16.7577 -15.6411 -2.9798
H 19.2542 -10.2621 0.0813
H 19.1922 -10.5809 -1.7141
H 20.1092 -11.5481 -0.6473
H 16.9570 -11.1816 -0.4936
H 17.9447 -12.4907 0.1229
H 17.9776 -12.0973 -2.8889
H 16.5902 -12.9081 -2.1117
H 18.2055 -14.5573 -1.0479
H 19.5036 -13.8307 -1.9770
H 17.3942 -14.0679 -4.8833
H 18.9838 -13.5537 -4.2936
H 18.3444 -15.7684 -6.2484
H 19.8871 -15.0436 -5.7525
H 18.8732 -17.6395 -4.5643
H 20.3876 -17.0180 -4.7502
H 19.3155 -16.7237 -2.2956
H 20.2425 -15.4371 -3.1983
H 16.9820 -16.3234 -2.1598
H 16.5316 -16.1942 -3.8914
H 15.9247 -14.9572 -2.8168
C 10.9791 -23.4281 0.1516
C 12.4271 -23.2031 -0.1276
C 13.3559 -24.2913 0.4794
C 14.8946 -23.8852 0.4256
N 15.6984 -24.3799 1.6931
C 15.1340 -23.7133 2.9736
C 16.3242 -23.1186 3.7745
C 17.3963 -22.9605 2.8429
C 17.1469 -23.7837 1.6064
C 15.6989 -25.9148 1.8554
H 10.8206 -23.4572 1.2297
H 10.5433 -24.3717 -0.1768
H 10.2343 -22.7171 -0.2060
H 12.7186 -22.2662 0.3472
H 12.6080 -23.1644 -1.2018
H 13.0862 -25.1678 -0.1096
H 13.0863 -24.5417 1.5054
H 15.1348 -22.8317 0.2816
H 15.3051 -24.5223 -0.3578
H 14.4754 -24.3623 3.5509
H 14.3516 -22.9820 2.7709
H 16.6783 -23.6300 4.6696
H 15.9846 -22.1285 4.0786
H 18.3939 -23.0107 3.2793
H 17.4400 -21.9813 2.3661
H 17.8882 -24.5827 1.6232
H 17.3575 -23.2413 0.6848
H 14.7060 -26.2299 2.1763
H 16.4062 -26.1625 2.6468
H 16.0056 -26.2706 0.8717
C 13.7312 -22.6454 -3.0617
C 14.8363 -22.7808 -1.9543
C 15.1699 -21.4705 -1.1515
C 15.8094 -20.3116 -1.9900
N 16.1208 -18.9907 -1.1736
C 16.8380 -18.0472 -2.0842
C 18.1836 -17.7734 -1.3805
C 18.0504 -18.1461 0.0641
C 17.0418 -19.3337 0.0206
C 14.8150 -18.3805 -0.7712
H 12.9719 -23.4266 -3.0292
H 14.1986 -22.6454 -4.0464
H 13.2196 -21.6836 -3.0253
H 15.7006 -23.1391 -2.5136
H 14.5364 -23.4734 -1.1679
H 15.9087 -21.6674 -0.3746
H 14.2822 -21.2329 -0.5653
H 15.1604 -20.0714 -2.8322
H 16.7756 -20.6589 -2.3560
H 16.1355 -17.2567 -2.3481
H 16.9597 -18.5056 -3.0656
H 18.6413 -16.8012 -1.5631
H 18.9581 -18.3815 -1.8481
H 17.5391 -17.3711 0.6351
H 18.9906 -18.3606 0.5722
H 16.5642 -19.5867 0.9672
H 17.7067 -20.1102 -0.3575
H 14.4789 -19.1078 -0.0322
H 14.1420 -18.3334 -1.6274
H 14.9766 -17.4751 -0.1862
As 19.0369 -22.1337 0.0848
F 19.3721 -23.5427 -0.9359
F 18.8060 -23.1935 1.5445
F 18.8000 -20.6890 1.2147
F 19.2666 -21.0076 -1.2793
F 17.2360 -22.0898 -0.3238
F 20.7803 -22.0315 0.4140
As 14.2961 -23.0006 -6.3760
F 13.3050 -22.4287 -5.0712
F 14.7952 -24.3518 -5.2475
F 15.4478 -23.6718 -7.5871
F 13.9317 -21.5823 -7.4994
F 15.6165 -21.9256 -5.8023
F 12.9405 -24.0213 -7.0384
As 10.6646 -23.5097 -3.4068
F 11.4670 -23.0493 -1.8887
F 9.8010 -24.8542 -2.4777
F 9.9146 -24.0594 -4.9144
F 11.3102 -22.0759 -4.2166
F 12.0807 -24.5826 -3.7130
F 9.1665 -22.4676 -3.0944
As 16.1298 -15.2421 0.8704
F 16.0411 -15.7710 -0.8642
F 17.8169 -14.4841 0.6689
F 16.1759 -14.6751 2.6919
F 14.5651 -16.0884 1.1930
F 16.9245 -16.7688 1.2578
F 15.3122 -13.7697 0.4221
As 14.1934 -20.4999 2.6351
F 15.4006 -19.1250 2.6992
F 13.9969 -20.1622 0.9021
F 12.8841 -21.6836 2.4622
F 14.3559 -20.9010 4.3950
F 12.9118 -19.2792 3.1466
F 15.4609 -21.5518 2.2465
O 14.5402 -17.6779 -4.8081
C 13.9550 -17.7675 -3.6030
O 13.3994 -18.7870 -3.2176
O 13.9561 -16.8157 -2.8776
H 14.9044 -16.8638 -4.4528
O 20.1556 -19.0253 -4.8631
C 18.8668 -18.8282 -5.2146
O 18.0986 -18.9737 -4.2495
O 18.5310 -18.3819 -6.3466
H 20.0815 -19.3972 -3.9812
*
```

Results
Calculated total energy, a.u.: -17325.23479
Orbital gap, eV: 3.6180

***

No. 3
Here is one molecule with the formula C12H19OP from OMol25. Energies are from the ωB97M-V functional and the def2-TZVPD basis.

```
! wB97M-V def2-TZVPD RIJCOSX def2/J DEFGRID3
* xyz 0 3
C -2.7281 -1.1850 0.8712
C -1.6260 -1.6566 1.3628
C -0.3996 1.3279 -1.3528
C 2.4086 1.5738 0.9269
C 2.4617 0.0298 1.1168
C 2.3077 1.2034 -1.8175
C 2.1544 2.0127 -0.5042
C 1.2349 -0.7516 1.0064
C 0.9873 1.4894 -1.2674
C -3.7516 -0.3409 1.5249
C -1.0314 0.8146 -2.6540
C -0.6890 -2.6235 0.7487
O -1.1277 1.7254 -0.4441
P 0.3685 -1.5327 -0.3385
H -2.7406 -1.3396 -0.1663
H -1.4072 -1.4796 2.3974
H 1.4253 1.8905 1.4913
H 3.2708 2.2266 1.3878
H 3.1605 -0.3609 0.3091
H 2.9272 -0.1172 2.1816
H 2.7169 1.6139 -2.7138
H 2.4701 0.0442 -1.7897
H 2.3278 3.0623 -0.7355
H 0.4986 -0.6101 1.8290
H -4.5876 -0.5229 0.9078
H -3.4342 0.7066 1.3641
H -3.9179 -0.4483 2.5580
H -1.8373 0.1549 -2.4032
H -0.2154 0.3644 -3.2682
H -1.4285 1.7432 -2.9595
H -1.1590 -3.2731 0.0060
H 0.0244 -3.2518 1.2759
H 1.3364 -2.4894 -0.8511
*
```

Results
Calculated total energy, a.u.: -884.98484
Orbital gap (alpha / beta), eV: 8.2651 / 8.0830

***

No. 4
Here is a 2-piece molecular cluster, C2HClF2S overall from OMol25. Energies are from the ωB97M-V functional and the def2-TZVPD basis.

```
! wB97M-V def2-TZVPD RIJCOSX def2/J DEFGRID3
* xyz 0 1
C -1.1945 0.3281 -0.3125
C 0.9723 -0.1643 0.1788
F 0.9556 -1.5037 0.0870
F 1.1797 0.2011 1.4376
S -1.5076 1.8760 -0.2092
Cl -2.0387 -1.0295 -0.6344
H 1.6334 0.2924 -0.5474
*
```

Results
Energy above the lowest of the compared OMol25 structures with the same formula, charge and spin, kcal per mole: 55.1
Calculated total energy, a.u.: -1134.80658
Orbital gap, eV: 8.0716

***

No. 5
Here is C25H50IN2O19PS2 as an isolated structure from OMol25. Energies are from the ωB97M-V functional and the def2-TZVPD basis.

```
! wB97M-V def2-TZVPD RIJCOSX def2/J DEFGRID3
* xyz 0 1
C 3.4347 -0.9265 5.0224
C 2.7669 -0.7227 3.5857
N 2.7844 0.6821 3.0809
C 2.1016 1.6338 3.9901
C 0.5019 1.4011 3.9663
C -0.0889 2.4999 2.9837
C -0.3970 3.9079 3.6676
S -1.0890 5.0049 2.3582
O -2.4457 5.5447 2.6511
O -0.1495 6.1790 2.2556
O -0.9410 4.1748 0.9211
C -1.6377 2.9093 0.9141
I -3.7002 3.2969 0.3489
P -0.8615 1.9325 -0.5534
O -1.3981 0.3251 -0.6214
O 0.8266 2.0896 -0.3593
S -1.2778 2.7964 -2.2618
C -1.4373 2.0020 2.2167
C -2.5981 2.0577 3.2928
C -3.8013 1.0384 3.1314
O -4.1323 0.5415 4.4565
C -3.6332 -0.1039 2.0564
N -2.6430 -1.1506 2.5232
C 4.1814 1.0344 2.8489
C 4.9605 0.4929 1.5694
O 4.7802 1.7301 3.6770
H 3.4814 -2.0366 5.2268
H 4.4817 -0.5114 5.0993
H 2.7297 -0.4646 5.7916
H 3.4039 -1.3278 2.8537
H 1.7310 -1.1926 3.5361
H 2.2908 2.6748 3.5623
H 2.5033 1.6599 5.0462
H 0.2700 0.3915 3.4872
H 0.1086 1.4555 5.0259
H 0.6853 2.6498 2.1578
H 0.6117 4.3450 3.9750
H -1.0110 3.8505 4.6096
H -0.6630 -0.2024 -0.2299
H 1.1327 1.4695 0.3377
H -1.1676 0.9586 1.8524
H -2.1534 1.9057 4.3337
H -3.0319 3.1125 3.3073
H -4.7174 1.6450 2.8234
H -3.5012 -0.1563 4.7102
H -4.6438 -0.6293 1.9681
H -3.3667 0.2736 1.0287
H -3.1924 -1.9618 2.8365
H -2.1070 -1.4115 1.6830
H 4.2366 0.4454 0.6923
H 5.8383 1.1386 1.2830
H 5.3309 -0.5759 1.7088
C -3.2143 6.7970 -3.4301
O -4.0212 5.6503 -3.6934
C -4.7433 5.7321 -4.8183
O -4.7573 6.6609 -5.5844
O -5.4478 4.5989 -4.9421
C -6.2703 4.5468 -6.1070
H -2.6777 6.6168 -2.4990
H -2.4843 6.9457 -4.2276
H -3.8361 7.6854 -3.3057
H -5.6620 4.6057 -7.0113
H -7.0136 5.3457 -6.0897
H -6.7920 3.5903 -6.1040
C -11.8798 4.9506 -7.5026
O -12.0852 3.9488 -6.5079
C -11.0573 3.1027 -6.3616
O -10.0254 3.1295 -6.9810
O -11.3786 2.2214 -5.4052
C -10.3664 1.2516 -5.1414
H -12.7723 5.5746 -7.5328
H -11.0257 5.5795 -7.2454
H -11.7414 4.4957 -8.4849
H -9.4524 1.7340 -4.7905
H -10.1679 0.6500 -6.0301
H -10.7348 0.5947 -4.3541
C 5.5076 -5.3695 -0.1410
O 6.2175 -4.2895 0.4655
C 7.4619 -4.6017 0.8569
O 7.9897 -5.6761 0.7359
O 8.0152 -3.5096 1.4056
C 9.3511 -3.7008 1.8694
H 4.5191 -5.0027 -0.4158
H 6.0166 -5.7054 -1.0461
H 5.3876 -6.1952 0.5626
H 10.0109 -3.9708 1.0431
H 9.3823 -4.4608 2.6521
H 9.6933 -2.7562 2.2907
C 9.5973 -8.8560 0.3527
O 8.7683 -9.9870 0.0820
C 8.0552 -9.8870 -1.0468
O 8.0644 -8.9564 -1.8104
O 7.3283 -11.0059 -1.1784
C 6.5130 -11.0374 -2.3479
H 10.1255 -9.0471 1.2865
H 10.3350 -8.7206 -0.4404
H 8.9932 -7.9551 0.4757
H 7.1281 -10.9879 -3.2481
H 5.7859 -10.2235 -2.3329
H 5.9730 -11.9837 -2.3495
*
```

Results
Calculated total energy, a.u.: -3957.03325
Orbital gap, eV: 8.0830